DFT (ωB97M-V/def2-TZVPD) results for a structure of composition C23H16N2O5S2Ti in a non-equilibrium geometry.

```
49
Properties=species:S:1:pos:R:3:forces:R:3
Ti 1.465 0.165 0.068 -0.6 -1.6 0.0
S 0.012 3.470 -1.466 0.1 -0.1 0.0
S 1.211 2.715 -0.148 -0.2 0.6 -0.2
O 2.939 -0.878 -0.318 1.3 -0.2 0.3
O 0.460 1.685 0.724 -0.2 0.8 0.2
O 1.927 3.648 0.664 0.1 0.2 0.1
O 5.019 -1.086 0.578 0.2 -0.1 -0.1
O 2.197 1.706 -0.806 -0.1 0.6 -0.1
N 0.020 -0.736 -0.639 -0.6 0.4 -0.9
N 1.764 -0.554 1.884 0.5 0.0 0.8
C 1.647 0.005 -4.547 0.0 0.0 0.0
C 1.618 -0.594 4.309 0.3 0.0 0.1
C -2.206 -0.418 -1.467 0.1 0.0 0.1
C -0.402 -0.497 2.966 0.0 0.0 -0.1
C -4.952 -0.472 -1.050 0.1 0.0 0.0
C 0.814 -0.586 5.456 0.1 0.0 0.1
C -0.926 0.759 -3.839 -0.1 0.1 -0.1
C -0.713 -0.405 -1.628 -0.2 -0.4 0.1
C -4.398 -1.169 -2.118 0.0 0.0 0.0
C -3.026 -1.130 -2.335 -0.1 0.0 0.0
C 3.790 -0.727 3.226 0.1 0.0 0.0
C 3.146 -0.689 1.988 -0.5 -0.2 0.0
C -4.133 0.256 -0.194 0.0 0.0 -0.1
C -0.401 1.157 -5.058 0.0 0.0 0.0
C -0.562 -0.535 5.371 0.0 0.0 -0.1
C 0.887 0.778 -5.415 0.0 0.0 0.0
C 0.994 -0.544 3.046 0.4 0.0 -0.3
C -1.169 -0.493 4.113 0.0 0.0 0.1
C 1.119 -0.393 -3.328 0.1 0.0 -0.1
C 3.062 -0.663 4.374 -0.3 0.0 0.2
C -0.171 -0.019 -2.966 -0.1 0.0 0.1
C 3.832 -0.902 0.708 -0.4 0.0 -0.1
C -2.760 0.275 -0.395 0.0 0.0 0.0
H 2.657 -0.280 -4.812 0.0 0.0 0.0
H -4.564 0.811 0.631 0.0 0.0 0.0
H -2.588 -1.657 -3.176 0.0 0.0 0.0
H 4.869 -0.823 3.230 0.0 0.0 0.0
H -0.860 -0.472 1.986 0.0 0.0 0.0
H 1.299 -0.620 6.426 0.0 0.0 0.0
H 1.303 1.096 -6.364 0.0 0.0 0.0
H -1.915 1.087 -3.541 0.0 0.0 0.0
H 1.715 -0.988 -2.648 0.0 0.0 0.0
H -2.249 -0.457 4.033 0.0 0.0 0.0
H -5.034 -1.739 -2.786 0.0 0.0 0.0
H -2.104 0.841 0.257 0.0 0.0 0.0
H -0.989 1.781 -5.720 0.0 0.0 0.0
H -6.024 -0.494 -0.887 0.0 0.0 0.0
H -1.166 -0.525 6.270 0.0 0.0 0.0
H 3.546 -0.688 5.344 -0.1 0.0 0.0
```
Positions in Å, forces in eV/Å.

Summary:
Electronic energy ... -82120.1974 eV
Spin multiplicity ... 2
Highest occupied orbital energy (alpha / beta) ... -3.3 / -5.6 eV
Expectation value of S² ... 0.772
Relative energy (zero: lowest compared OMol25 entry of this formula, charge and spin) ... 7.0 kcal per mole
Max |F| ... 1.75 eV/A
Net charge ... -1